--- 1 ---
Density functional theory data (ωB97M-V/def2-TZVPD) for a single C2H4INO2 molecule.

Output
- LUMO energy (spin up / spin down): -0.109 / -0.109 Ha
- SMILES: C/C(=N\O)OI
- Frontier orbital gap (spin up / spin down): 5.507 / 5.500 eV

Structure (ORCA input):
```
! wB97M-V def2-TZVPD RIJCOSX def2/J DEFGRID3
* xyz 0 1
C 0.40 -0.65 0.66
C -0.24 0.07 -0.48
N -0.55 1.37 -0.52
O -0.15 2.12 0.58
O -0.67 -0.70 -1.45
I -0.15 -2.89 -1.84
H -0.39 -1.17 1.17
H 1.14 -1.43 0.31
H 0.95 0.19 1.30
H -0.34 3.09 0.26
*
```

***

--- 2 ---
Density functional theory data (ωB97M-V/def2-TZVPD) for 2 unconnected molecules or ions with the total composition C2H4INO2.

Output
- LUMO energy: -0.007 Ha
- Frontier orbital gap: 9.491 eV

Structure (ORCA input):
```
! wB97M-V def2-TZVPD RIJCOSX def2/J DEFGRID3
* xyz 0 1
C -0.61 0.98 -0.66
C -0.38 -0.36 0.01
N 0.98 -0.69 0.39
O 0.57 1.76 -0.60
O -1.70 1.29 -0.94
I -1.87 -0.76 1.62
H -0.72 -1.37 -0.97
H 1.22 1.06 -0.43
H 1.45 -0.29 1.22
H 1.06 -1.64 0.37
*
```

***

2 (63.1 kcal/mol below the next structure)

***

--- 1 ---
Density functional theory data (ωB97M-V/def2-TZVPD) for 17 unconnected molecules or ions with the total composition H34O17.

Output
- LUMO energy: -0.018 Ha
- Frontier orbital gap: 9.770 eV

Structure (ORCA input):
```
! wB97M-V def2-TZVPD RIJCOSX def2/J DEFGRID3
* xyz 0 1
O 1.78 2.74 -4.88
H 1.38 2.05 -5.41
H 2.68 2.40 -4.85
O -1.53 -2.75 0.78
H -1.52 -1.80 0.96
H -1.00 -2.66 -0.03
O -3.04 2.55 2.07
H -2.50 3.07 1.49
H -3.64 3.17 2.50
O 0.10 3.74 1.17
H 0.59 3.14 0.61
H -0.63 3.95 0.59
O -2.22 -3.12 3.28
H -2.14 -2.37 3.82
H -1.32 -3.41 3.20
O -1.12 -4.23 -2.38
H -1.91 -3.72 -2.20
H -1.31 -5.15 -2.56
O 2.62 -1.75 4.14
H 2.69 -1.50 3.21
H 3.50 -1.78 4.49
O 1.31 4.07 -2.48
H 1.06 4.57 -3.28
H 0.91 3.24 -2.81
O 3.13 -3.42 0.67
H 3.00 -3.02 1.53
H 2.39 -4.04 0.72
O 2.59 1.53 -2.71
H 2.54 2.44 -2.37
H 3.55 1.45 -2.79
O -4.55 1.13 3.80
H -4.86 1.57 3.01
H -4.88 0.23 3.74
O -2.56 -1.63 -2.35
H -3.20 -2.31 -2.15
H -2.60 -1.27 -3.23
O 0.12 0.31 1.20
H 1.06 0.14 1.13
H -0.09 1.20 0.93
O 3.64 0.11 1.71
H 3.63 0.00 0.75
H 4.23 0.87 1.65
O -0.90 2.07 -3.46
H -1.00 1.16 -3.17
H -0.13 2.35 -2.96
O -1.44 0.16 3.79
H -1.81 0.06 2.90
H -0.51 0.14 3.55
O 1.59 -2.08 -2.25
H 0.65 -2.26 -2.22
H 1.61 -1.31 -2.83
*
```

***

--- 2 ---
Density functional theory data (ωB97M-V/def2-TZVPD) for 17 unconnected molecules or ions with the total composition H34O17.

Output
- LUMO energy: -0.013 Ha
- Frontier orbital gap: 9.425 eV

Structure (ORCA input):
```
! wB97M-V def2-TZVPD RIJCOSX def2/J DEFGRID3
* xyz 0 1
O 1.08 2.02 1.50
H 2.04 2.02 1.53
H 0.76 2.80 1.95
O -1.14 3.22 -0.40
H -1.33 2.70 -1.19
H -1.55 2.87 0.37
O -0.06 0.21 -0.36
H 0.02 1.01 0.15
H 0.31 -0.46 0.26
O 1.23 2.26 -2.34
H 0.85 1.63 -2.97
H 1.68 1.66 -1.80
O -2.85 0.48 -0.33
H -3.27 0.13 -1.09
H -1.93 0.37 -0.51
O 2.80 0.62 -0.94
H 2.94 -0.28 -1.22
H 1.94 0.57 -0.52
O 1.61 4.44 -0.31
H 0.95 3.77 -0.32
H 1.23 5.13 -0.86
O 2.32 -1.71 -2.19
H 1.86 -1.10 -2.74
H 1.74 -2.15 -1.56
O 0.10 -2.96 2.66
H -0.34 -2.51 3.33
H 0.58 -2.20 2.29
O -0.42 0.06 3.04
H -0.52 0.34 3.91
H -0.03 0.77 2.62
O 0.78 -0.13 -3.62
H -0.05 -0.33 -3.23
H 0.89 -0.89 -4.20
O -1.25 -1.37 -2.41
H -0.95 -1.64 -1.53
H -1.29 -2.22 -2.84
O -2.65 -1.13 2.14
H -3.04 -0.76 1.35
H -1.82 -0.65 2.31
O 1.08 -3.37 -0.63
H 1.73 -3.73 0.02
H 0.29 -3.23 -0.15
O 1.73 -1.22 1.39
H 2.12 -0.78 2.14
H 2.36 -1.87 1.06
O -2.21 2.03 1.76
H -2.19 1.53 2.59
H -2.84 1.64 1.17
O -1.39 -2.41 0.14
H -2.00 -3.01 -0.33
H -1.90 -2.17 0.90
*
```

***

2 (75.6 kcal/mol below the next structure)

***

--- 1 ---
Density functional theory data (ωB97M-V/def2-TZVPD) for 17 unconnected molecules or ions with the total composition H34O17.

Output
- LUMO energy: -0.013 Ha
- Frontier orbital gap: 9.723 eV

Structure (ORCA input):
```
! wB97M-V def2-TZVPD RIJCOSX def2/J DEFGRID3
* xyz 0 1
O 0.10 -0.78 -1.67
H -0.17 -0.68 -2.59
H 0.05 0.15 -1.41
O -2.31 1.78 0.04
H -2.20 1.40 -0.83
H -2.28 2.74 0.05
O -2.42 0.00 3.77
H -1.64 -0.54 3.67
H -3.19 -0.26 4.18
O -2.39 3.48 2.34
H -2.20 2.53 2.36
H -3.13 3.49 2.97
O 0.01 2.33 -1.82
H 0.06 2.87 -2.62
H -0.60 2.80 -1.24
O -1.52 -1.07 -4.03
H -2.20 -1.55 -3.54
H -2.02 -0.65 -4.74
O 2.83 -3.41 0.11
H 2.78 -2.63 -0.42
H 2.08 -3.61 0.66
O 3.97 -4.40 -2.28
H 3.73 -4.61 -1.37
H 3.61 -3.53 -2.51
O 1.38 0.23 -5.02
H 0.58 0.72 -4.85
H 1.34 -0.62 -4.58
O -3.75 -2.54 0.76
H -2.88 -2.90 0.59
H -3.68 -1.58 0.76
O -1.52 4.55 -0.51
H -2.06 5.19 -0.98
H -1.76 4.68 0.43
O 3.45 -1.78 -2.06
H 3.14 -1.05 -2.59
H 3.96 -1.42 -1.33
O 1.14 1.82 3.02
H 0.91 1.16 2.36
H 1.60 2.50 2.50
O -2.14 2.64 4.81
H -1.39 3.05 4.37
H -2.11 1.75 4.40
O -0.18 -4.18 1.71
H -0.06 -5.08 2.03
H -0.15 -4.22 0.74
O 2.56 2.31 -0.08
H 1.83 2.47 -0.67
H 3.38 2.57 -0.51
O 1.44 -2.06 1.97
H 1.87 -1.42 1.40
H 2.17 -2.62 2.25
*
```

***

--- 2 ---
Density functional theory data (ωB97M-V/def2-TZVPD) for 17 unconnected molecules or ions with the total composition H34O17.

Output
- LUMO energy: -0.018 Ha
- Frontier orbital gap: 9.605 eV

Structure (ORCA input):
```
! wB97M-V def2-TZVPD RIJCOSX def2/J DEFGRID3
* xyz 0 1
O -1.19 3.28 -0.58
H -0.44 2.86 -0.97
H -0.86 3.57 0.28
O 2.67 0.11 -0.51
H 3.38 0.17 -1.16
H 3.00 -0.22 0.31
O 0.59 1.09 2.18
H 0.69 1.37 3.08
H 1.18 0.27 2.14
O 2.36 -1.06 1.74
H 2.95 -1.62 2.37
H 2.00 -1.77 1.14
O -0.30 0.10 -0.53
H 0.68 0.03 -0.54
H -0.66 -0.13 0.32
O 1.37 0.23 -3.37
H 1.14 1.11 -3.07
H 0.70 -0.07 -3.95
O -1.17 -1.37 -2.58
H -1.04 -0.85 -1.78
H -2.10 -1.67 -2.49
O 1.24 2.53 -1.90
H 1.51 2.17 -1.03
H 1.73 3.31 -2.11
O 1.91 3.05 0.76
H 1.50 2.25 1.15
H 1.36 3.78 1.06
O -3.15 1.66 0.65
H -2.53 2.16 0.18
H -2.95 1.78 1.58
O 0.83 -2.87 0.63
H 0.87 -3.85 0.70
H 0.70 -2.73 -0.33
O -1.58 -0.60 1.90
H -0.99 0.12 2.13
H -2.21 -0.75 2.61
O -3.51 -1.03 -0.11
H -2.95 -0.55 0.47
H -4.30 -1.21 0.42
O -1.79 1.53 -3.11
H -1.15 0.97 -2.65
H -1.29 1.67 -3.93
O -1.77 -3.37 1.54
H -1.69 -3.12 2.47
H -1.67 -2.58 1.05
O 1.93 -2.26 -1.89
H 1.71 -1.79 -2.67
H 2.20 -1.51 -1.39
O 0.33 -1.61 3.55
H 1.16 -1.39 3.18
H -0.38 -1.15 3.08
*
```

***

--- 3 ---
Density functional theory data (ωB97M-V/def2-TZVPD) for 17 unconnected molecules or ions with the total composition H34O17.

Output
- LUMO energy: -0.015 Ha
- Frontier orbital gap: 10.002 eV

Structure (ORCA input):
```
! wB97M-V def2-TZVPD RIJCOSX def2/J DEFGRID3
* xyz 0 1
O -21.37 -16.93 -5.59
H -21.50 -17.85 -5.35
H -20.72 -16.96 -6.30
O -13.55 -18.40 -10.79
H -12.97 -18.35 -11.55
H -13.03 -18.02 -10.08
O -17.98 -16.67 -5.64
H -17.25 -16.96 -6.19
H -18.53 -16.15 -6.22
O -19.26 -14.72 -7.45
H -19.34 -13.77 -7.46
H -20.08 -15.03 -7.85
O -15.83 -17.14 -7.19
H -15.63 -17.47 -8.07
H -15.87 -16.19 -7.30
O -15.99 -19.82 -11.13
H -15.12 -19.46 -10.98
H -16.36 -19.92 -10.25
O -16.55 -12.49 -5.74
H -17.45 -12.67 -5.48
H -16.54 -11.55 -5.91
O -16.96 -20.27 -8.64
H -17.38 -20.41 -7.79
H -17.34 -20.95 -9.21
O -18.37 -17.45 -2.75
H -18.32 -17.23 -3.68
H -17.46 -17.57 -2.48
O -13.95 -13.28 -5.40
H -14.72 -13.16 -5.95
H -13.22 -12.93 -5.92
O -16.05 -20.42 -3.74
H -15.57 -19.59 -3.66
H -15.79 -20.92 -2.96
O -14.74 -19.76 -7.39
H -15.04 -19.24 -6.65
H -15.54 -20.06 -7.82
O -14.92 -13.56 -11.41
H -14.89 -13.89 -12.31
H -15.85 -13.59 -11.18
O -15.77 -12.72 -2.95
H -16.56 -13.24 -2.80
H -15.45 -13.01 -3.81
O -14.22 -18.41 -3.97
H -13.88 -18.56 -3.09
H -13.62 -17.78 -4.36
O -12.10 -19.86 -6.79
H -13.04 -19.83 -6.97
H -11.75 -20.40 -7.50
O -18.15 -17.77 -13.09
H -17.72 -18.02 -12.28
H -17.43 -17.62 -13.71
*
```

***

2 (19.6 kcal/mol below the next structure)

***

--- 1 ---
Density functional theory data (ωB97M-V/def2-TZVPD) for 3 unconnected molecules or ions with the total composition C4H13O4.

Output
- LUMO energy: 0.146 Ha
- Frontier orbital gap: 8.295 eV

Structure (ORCA input):
```
! wB97M-V def2-TZVPD RIJCOSX def2/J DEFGRID3
* xyz -1 1
C 1.66 0.09 -0.66
O 1.29 0.06 -2.06
C 0.93 1.22 0.10
C 0.26 0.84 1.43
C -1.22 0.29 1.19
O -1.39 -0.62 0.20
H 1.25 -0.83 -0.27
H 2.74 0.21 -0.77
H 0.33 -0.21 -2.17
H 0.38 1.76 -0.68
H 1.69 1.95 0.45
H 0.80 0.03 1.91
H 0.05 1.68 2.09
H -1.80 1.24 1.03
H -1.59 -0.07 2.18
H -0.52 -1.81 0.78
H -0.21 -3.08 0.21
O 0.04 -2.63 1.03
H -1.98 -0.24 -2.60
H -1.44 -0.11 -1.21
O -1.25 0.22 -2.17
*
```

***

--- 2 ---
Density functional theory data (ωB97M-V/def2-TZVPD) for 3 unconnected molecules or ions with the total composition C4H13O4.

Output
- LUMO energy: 0.145 Ha
- Frontier orbital gap: 8.735 eV

Structure (ORCA input):
```
! wB97M-V def2-TZVPD RIJCOSX def2/J DEFGRID3
* xyz -1 1
C 1.11 0.98 -0.74
C 1.62 0.70 0.66
C 0.49 0.38 1.67
O -0.71 1.14 1.52
C 0.95 -0.29 -1.59
O -0.03 -0.15 -2.62
H 0.13 1.49 -0.71
H 1.75 1.64 -1.29
H 2.30 1.47 1.01
H 2.21 -0.22 0.65
H 0.23 -0.67 1.52
H 0.88 0.57 2.68
H 0.60 -1.07 -0.90
H 1.85 -0.58 -2.11
H -0.88 -0.15 -2.12
H -1.17 0.80 0.70
H -2.50 0.26 -0.97
O -1.84 -0.34 -0.67
H -2.62 -1.78 1.81
H -2.08 -1.79 0.38
O -2.31 -2.40 1.11
*
```

***

2 (13.8 kcal/mol below the next structure)

***

--- 1 ---
Density functional theory data (ωB97M-V/def2-TZVPD) for a molecular structure, C3H8S.

Output
- LUMO energy: 0.022 Ha
- Frontier orbital gap: 9.425 eV

Structure (ORCA input):
```
! wB97M-V def2-TZVPD RIJCOSX def2/J DEFGRID3
* xyz 0 1
C -0.35 0.99 0.63
C -0.53 -1.12 -0.39
C 0.47 -0.10 0.10
S 1.40 0.49 -1.90
H 0.10 1.90 0.31
H -1.32 0.93 0.28
H -0.35 0.82 1.64
H -0.28 -2.24 -0.39
H -0.83 -0.97 -1.38
H -1.43 -1.05 0.19
H 1.43 -0.56 0.51
H 2.67 0.46 -1.39
*
```

***

--- 2 ---
Density functional theory data (ωB97M-V/def2-TZVPD) for 2 unconnected molecules or ions with the total composition C3H8S.

Output
- LUMO energy: -0.104 Ha
- Frontier orbital gap: 6.598 eV

Structure (ORCA input):
```
! wB97M-V def2-TZVPD RIJCOSX def2/J DEFGRID3
* xyz 0 1
C 0.05 -0.44 1.73
C -1.20 0.10 1.02
C -1.34 -0.55 -0.35
S 1.15 0.47 -1.53
H 0.26 0.13 2.63
H 0.05 -1.51 1.95
H 0.88 -0.23 1.06
H -1.06 1.16 0.88
H -2.07 -0.04 1.66
H -0.56 -0.16 -1.06
H -2.31 -0.35 -0.82
H -1.16 -1.63 -0.33
*
```

***

1 (36.8 kcal/mol below the next structure)